Record 1
Entry from the Open Molecules 2025 dataset: a 12-piece molecular cluster, H24O12 overall at a distorted geometry (ωB97M-V with the def2-TZVPD basis set).

As for the molecular weight: 216.2 g/mol. The structure (SMILES) is O.O.O.O.O.O.O.O.O.O.O.O. Its spin multiplicity is 1. As for the charge: 0. As for the HOMO energy: -11.0 eV. The total energy comes out at -24957.2105 eV. Its lowest unoccupied orbital energy is -0.502 eV.

Last column: Mulliken charge in e.
Positions of all 36 atoms, in Å:
O1 -3.022 -1.381 2.952  -0.6142
O2 -0.982 1.991 -2.765  -0.5463
O3 1.604 2.968 1.694  -0.6329
O4 0.871 0.726 -0.474  -0.5644
O5 -2.152 -3.243 0.348  -0.5566
O6 1.235 4.855 -1.846  -0.6218
O7 2.970 -1.636 -1.121  -0.6388
O8 -3.853 1.126 -1.738  -0.6165
O9 -0.809 1.820 1.186  -0.5318
O10 2.459 0.496 -3.484  -0.6206
O11 -0.215 -3.670 3.836  -0.5838
O12 1.568 -4.058 1.536  -0.5893
H1 2.501 2.678 1.553  0.3018
H2 -2.121 -2.337 0.673  0.3020
H3 1.557 4.057 -2.328  0.2867
H4 -3.278 0.280 -1.642  0.3207
H5 -3.743 1.572 -2.566  0.2907
H6 -0.594 1.033 1.603  0.2594
H7 1.859 0.942 -0.469  0.2879
H8 2.374 -4.496 1.402  0.2905
H9 1.121 2.246 1.272  0.3741
H10 3.169 -1.107 -1.986  0.3073
H11 0.944 0.031 0.158  0.2707
H12 -0.072 -3.411 4.680  0.2921
H13 -2.019 2.015 -2.859  0.2586
H14 -3.172 -0.407 2.816  0.3333
H15 1.582 4.777 -0.951  0.3249
H16 1.893 -3.165 1.468  0.3005
H17 0.282 -3.139 3.198  0.2832
H18 -2.852 -3.170 -0.214  0.2619
H19 -0.853 1.181 -2.258  0.2738
H20 2.541 0.149 -4.372  0.3034
H21 -1.533 2.247 1.635  0.2485
H22 2.113 -1.982 -1.440  0.3357
H23 2.998 1.385 -3.555  0.3277
H24 -2.094 -1.333 3.177  0.2814

Record 2
Entry from the Open Molecules 2025 dataset: a 12-piece molecular cluster, H24O12 overall at a distorted geometry (ωB97M-V with the def2-TZVPD basis set).

As for the molecular weight: 216.2 g/mol. The structure (SMILES) is O.O.O.O.O.O.O.O.O.O.O.O. Its spin multiplicity is 1. As for the charge: 0. As for the HOMO energy: -9.5 eV. The total energy comes out at -24958.0601 eV. Its lowest unoccupied orbital energy is -0.135 eV.

Last column: Mulliken charge in e.
Positions of all 36 atoms, in Å:
O1 0.211 4.662 -0.168  -0.6040
O2 -0.492 -3.317 0.550  -0.6200
O3 1.500 -1.333 3.556  -0.5960
O4 3.518 2.784 -1.342  -0.6071
O5 -4.062 -0.500 0.260  -0.6030
O6 -1.540 0.134 -2.426  -0.6022
O7 -0.353 1.218 2.499  -0.6673
O8 4.791 0.163 -0.168  -0.6433
O9 -1.162 -2.738 -1.860  -0.6648
O10 1.377 -3.583 -0.823  -0.5560
O11 -3.981 2.580 0.409  -0.5867
O12 0.394 0.164 0.064  -0.5864
H1 -0.518 -4.252 0.784  0.2663
H2 0.200 4.650 -1.132  0.3011
H3 -1.901 -2.712 -1.243  0.3057
H4 -0.703 4.480 0.078  0.3034
H5 -1.216 1.512 2.185  0.2879
H6 1.843 -0.823 4.298  0.2987
H7 -4.137 2.474 1.355  0.3046
H8 1.488 -2.806 -1.382  0.2695
H9 0.357 0.207 1.027  0.3981
H10 0.892 -1.961 3.963  0.3016
H11 -0.436 -0.260 -0.183  0.2266
H12 3.652 1.852 -1.136  0.3079
H13 -3.112 2.993 0.360  0.2682
H14 -1.738 1.042 -2.681  0.2527
H15 4.529 -0.149 -1.041  0.3253
H16 0.274 1.755 2.002  0.3448
H17 2.225 -3.670 -0.372  0.2799
H18 -4.636 -1.159 -0.148  0.2997
H19 2.917 2.774 -2.095  0.2991
H20 -3.355 -1.020 0.659  0.3102
H21 -0.807 -0.116 -2.999  0.3171
H22 -1.159 -1.860 -2.258  0.3142
H23 5.754 0.128 -0.185  0.3136
H24 -0.614 -3.312 -0.406  0.4407